This record from the OMol25 dataset describes a structure of composition C32H32BrFN6O2RhSSi at a distorted geometry. The level of theory is ωB97M-V/def2-TZVPD.

For the relative energy (zero: lowest compared OMol25 entry of this formula, charge and spin), the calculation gives 91.74 kJ/mol. The calculation puts the HOMO energy at -0.093 Eh. The HOMO-LUMO gap comes out at 4.30 eV.

ORCA input file:
```
! RIJCOSX wB97M-V def2-TZVPD def2/J DEFGRID3
* xyz -1 1
Rh 0.11 0.05 -0.85
C 0.36 0.43 4.25
Si 0.99 0.38 2.44
C 2.57 -0.73 2.44
C 1.52 2.16 2.01
N -0.37 -0.09 1.49
C -1.27 -1.02 1.87
C -0.97 -2.13 2.69
C -1.90 -3.08 3.02
C -3.21 -3.00 2.55
C -3.57 -1.90 1.77
C -2.63 -0.94 1.47
F -3.05 0.10 0.72
H 0.76 1.29 4.78
H 0.63 -0.46 4.81
H -0.72 0.51 4.27
H 3.04 -0.72 3.41
H 3.30 -0.37 1.72
H 2.36 -1.77 2.18
H 2.40 2.46 2.58
H 0.73 2.86 2.22
H 1.76 2.24 0.96
H 0.04 -2.23 3.05
H -1.62 -3.92 3.65
H -3.92 -3.77 2.77
H -4.57 -1.80 1.39
S 4.73 -5.85 -0.46
N 5.03 -4.24 -0.67
C 3.87 -3.60 -0.63
C 3.69 -2.19 -0.76
C 4.73 -1.28 -0.90
C 4.43 0.07 -1.02
C 3.10 0.48 -0.96
N 2.09 -0.36 -0.84
C 2.35 -1.70 -0.74
C 1.24 -2.55 -0.60
N -0.02 -2.00 -0.68
C -1.05 -2.79 -0.44
C -0.94 -4.13 -0.10
C 0.31 -4.73 -0.08
C 1.42 -3.95 -0.37
C 2.75 -4.46 -0.43
N 3.09 -5.74 -0.31
H 5.75 -1.64 -0.93
H 5.22 0.80 -1.14
H 2.85 1.54 -1.03
H -2.03 -2.34 -0.51
H -1.83 -4.70 0.15
H 0.45 -5.77 0.15
Br -0.73 8.75 0.10
C -0.69 6.87 -0.21
C -1.88 6.19 -0.45
C -1.85 4.84 -0.67
C -0.63 4.12 -0.66
C 0.56 4.85 -0.39
C 0.53 6.20 -0.17
C -0.58 2.73 -0.93
O -1.76 2.10 -1.15
O 0.49 2.05 -1.03
H -2.82 6.73 -0.44
H -2.77 4.30 -0.85
H 1.50 4.32 -0.36
H 1.43 6.74 0.04
C -2.15 -0.99 -3.10
C -2.29 0.48 -2.73
C -3.78 0.83 -2.56
C -1.68 1.35 -3.84
N -1.61 0.73 -1.47
H -2.66 -1.19 -4.03
H -2.59 -1.62 -2.33
H -1.09 -1.26 -3.20
H -4.33 0.56 -3.46
H -3.90 1.89 -2.38
H -4.18 0.29 -1.71
H -2.10 1.08 -4.81
H -0.60 1.21 -3.88
H -1.88 2.41 -3.66
*
```